The following is a quantum chemistry calculation of a structure of composition C2H5PS at a distorted geometry, from the Open Molecules 2025 dataset.

Each line ends with the natural charge from an NBO analysis.
Element x y z (Å)
1 C 1.562 0.984 -0.893  -0.52
2 C -1.772 -0.787 0.712  -0.78
3 P -0.102 -0.363 0.078  0.62
4 S 2.848 0.592 -1.721  0.13
5 H 1.400 2.053 -0.594  0.19
6 H -2.364 -1.232 -0.086  0.19
7 H -2.200 0.148 1.109  0.18
8 H 0.255 -1.647 0.103  -0.01
9 H 0.374 0.253 1.292  -0.01

Properties
Charge: 0
HOMO-LUMO gap (alpha / beta) (Eh): 0.25854 / 0.25055
Relative energy (zero: lowest compared OMol25 entry of this formula, charge and spin) (kJ/mol): 394.4

The following is a quantum chemistry calculation of a structure of composition C26H22Br4CrN4O4S, from the Open Molecules 2025 dataset.

Each line ends with the natural charge from an NBO analysis.
Element x y z (Å)
1 Cr -0.579 -0.784 0.192  1.16
2 O -2.532 -0.612 -0.003  -0.68
3 C -3.422 -1.188 0.719  0.51
4 C -4.765 -0.713 0.659  -0.30
5 C -5.771 -1.299 1.378  -0.17
6 C -5.531 -2.413 2.204  -0.31
7 C -4.253 -2.901 2.276  -0.13
8 C -3.185 -2.312 1.570  -0.28
9 C -1.892 -2.915 1.716  0.22
10 N -0.780 -2.426 1.308  -0.43
11 C 0.445 -3.225 1.466  -0.23
12 C 1.577 -2.521 0.708  -0.24
13 N 1.293 -1.098 0.848  -0.40
14 C 2.035 -0.389 1.606  0.19
15 C 1.673 0.925 2.073  -0.28
16 C 2.638 1.724 2.699  -0.15
17 C 2.332 2.974 3.184  -0.30
18 C 1.008 3.427 3.064  -0.18
19 C 0.029 2.643 2.503  -0.29
20 C 0.320 1.353 1.992  0.49
21 O -0.636 0.614 1.530  -0.69
22 H -4.948 0.138 0.016  0.22
23 H -6.776 -0.898 1.304  0.20
24 H -6.334 -2.874 2.763  0.20
25 H -4.040 -3.766 2.897  0.19
26 H -1.875 -3.884 2.226  0.16
27 H 0.292 -4.230 1.066  0.21
28 H 0.697 -3.306 2.528  0.19
29 H 1.554 -2.778 -0.349  0.26
30 H 2.555 -2.780 1.124  0.19
31 H 2.979 -0.812 1.962  0.17
32 H 3.649 1.337 2.787  0.20
33 H 3.089 3.590 3.650  0.21
34 H 0.749 4.413 3.433  0.20
35 H -0.996 2.982 2.428  0.22
36 Br -1.888 -2.417 -6.324  0.06
37 C -1.405 -1.441 -4.776  -0.16
38 C -1.351 -0.057 -4.795  -0.16
39 Br -1.745 0.899 -6.379  0.06
40 C -1.004 0.643 -3.629  -0.18
41 Br -0.934 2.537 -3.574  0.05
42 C -0.724 -0.019 -2.440  0.24
43 O -0.373 0.541 -1.320  -0.72
44 C -0.771 -1.444 -2.435  0.33
45 O -0.470 -2.016 -1.286  -0.67
46 C -1.108 -2.126 -3.587  -0.19
47 Br -1.148 -4.014 -3.467  0.05
48 S 3.235 -0.915 -1.956  -0.37
49 C 3.085 0.738 -1.664  0.32
50 N 2.021 1.424 -2.102  -0.60
51 C 1.839 2.842 -1.861  -0.23
52 C 2.379 3.186 -0.489  -0.42
53 C 3.845 2.789 -0.433  -0.21
54 N 4.027 1.450 -0.993  -0.62
55 H 1.212 0.864 -2.335  0.45
56 H 0.777 3.062 -1.944  0.24
57 H 2.368 3.415 -2.633  0.18
58 H 1.813 2.628 0.254  0.23
59 H 2.267 4.250 -0.274  0.21
60 H 4.199 2.789 0.600  0.20
61 H 4.450 3.510 -0.993  0.18
62 H 4.805 0.890 -0.690  0.41

Properties
2S+1: 2
Charge: -1
HOMO-LUMO gap (alpha / beta) (Eh): 0.25512 / 0.25241
Relative energy (zero: lowest compared OMol25 entry of this formula, charge and spin) (kJ/mol): 29.1

The following is a quantum chemistry calculation of a cluster of 12 separate species, C24H72N6O12 in total at a distorted geometry, from the Open Molecules 2025 dataset.

Each line ends with the Löwdin charge.
Element x y z (Å)
1 N 15.229 -9.739 -4.892  0.12
2 C 16.220 -8.903 -5.300  -0.58
3 N 17.201 -8.900 -4.477  0.25
4 O 16.065 -8.027 -6.318  -0.07
5 H 14.501 -9.973 -5.572  0.06
6 H 15.616 -10.588 -4.458  0.02
7 H 17.876 -8.273 -4.760  0.06
8 H 17.300 -9.489 -3.669  0.08
9 N 16.067 -11.632 -3.415  0.14
10 C 17.348 -11.530 -2.976  -0.54
11 N 17.579 -10.649 -2.123  0.17
12 O 18.445 -12.199 -3.611  -0.12
13 H 15.861 -12.444 -3.970  0.07
14 H 15.196 -11.128 -3.001  0.19
15 H 18.554 -10.486 -1.880  0.07
16 H 16.904 -10.013 -1.680  0.15
17 N 13.698 -9.779 -9.635  0.11
18 C 14.247 -10.045 -8.444  -0.53
19 N 15.564 -10.294 -8.522  0.16
20 O 13.541 -10.135 -7.203  -0.15
21 H 12.666 -9.531 -9.703  0.15
22 H 14.339 -9.498 -10.488  0.16
23 H 16.043 -10.037 -7.640  0.08
24 H 16.096 -10.256 -9.422  0.14
25 C 20.062 -10.333 -5.540  -0.01
26 C 19.632 -11.537 -6.424  -0.62
27 C 18.231 -11.301 -6.937  -0.03
28 O 20.400 -11.827 -7.357  0.04
29 H 21.116 -10.254 -5.409  0.08
30 H 19.816 -10.580 -4.587  0.01
31 H 19.800 -9.410 -5.969  0.04
32 H 19.593 -12.482 -5.938  0.13
33 H 18.304 -10.370 -7.610  0.11
34 H 17.727 -11.086 -5.995  0.06
35 H 17.812 -12.116 -7.409  0.04
36 H 20.768 -12.680 -7.178  0.11
37 C 16.923 -3.625 -7.513  -0.03
38 C 15.569 -3.305 -6.990  -0.71
39 C 15.135 -4.415 -6.100  -0.04
40 O 15.457 -2.264 -6.369  0.08
41 H 17.672 -3.834 -6.718  0.09
42 H 17.369 -2.909 -8.169  0.08
43 H 16.800 -4.490 -8.077  0.03
44 H 14.880 -3.318 -7.818  0.14
45 H 15.337 -5.413 -6.575  0.08
46 H 14.097 -4.366 -5.930  0.07
47 H 15.621 -4.460 -5.149  0.07
48 H 15.465 -1.580 -7.029  0.13
49 C 20.385 -8.389 -2.297  -0.03
50 C 20.233 -9.317 -1.157  -0.65
51 C 19.172 -8.765 -0.132  -0.01
52 O 20.227 -10.532 -1.433  0.03
53 H 19.401 -8.356 -2.868  0.08
54 H 21.253 -8.590 -2.963  0.11
55 H 20.228 -7.370 -2.062  0.06
56 H 21.177 -9.273 -0.681  0.13
57 H 19.476 -7.925 0.595  0.12
58 H 18.945 -9.607 0.420  0.04
59 H 18.278 -8.515 -0.698  0.06
60 H 20.231 -11.102 -0.665  0.15
61 C 13.461 -12.678 -5.005  -0.05
62 C 14.466 -13.626 -5.627  -0.61
63 C 15.099 -12.959 -6.804  -0.04
64 O 15.435 -13.901 -4.892  -0.04
65 H 12.533 -12.576 -5.543  0.08
66 H 13.668 -11.571 -4.884  0.05
67 H 13.236 -12.857 -3.974  0.08
68 H 14.011 -14.662 -5.680  0.17
69 H 15.580 -12.007 -6.560  0.05
70 H 14.362 -12.726 -7.492  0.05
71 H 15.884 -13.667 -7.202  0.11
72 H 15.659 -14.850 -5.010  0.16
73 C 10.593 -7.900 -3.847  -0.05
74 C 10.960 -9.215 -3.364  -0.67
75 C 11.359 -10.256 -4.422  -0.03
76 O 11.844 -9.310 -2.488  0.00
77 H 9.865 -7.905 -4.619  0.08
78 H 11.439 -7.369 -4.136  0.06
79 H 10.154 -7.260 -3.137  0.07
80 H 9.953 -9.577 -2.943  0.16
81 H 10.501 -10.354 -5.043  0.07
82 H 11.480 -11.220 -4.031  0.05
83 H 12.250 -9.925 -4.989  0.07
84 H 12.590 -8.710 -2.768  0.08
85 C 18.247 -5.759 -4.262  -0.04
86 C 19.587 -5.761 -5.029  -0.59
87 C 20.483 -4.852 -4.173  -0.04
88 O 20.253 -6.845 -5.072  0.01
89 H 17.913 -4.806 -3.952  0.07
90 H 18.201 -6.468 -3.413  0.07
91 H 17.596 -6.161 -5.083  0.07
92 H 19.394 -5.359 -6.027  0.12
93 H 21.495 -4.879 -4.553  0.08
94 H 20.492 -5.187 -3.142  0.08
95 H 20.231 -3.868 -4.332  0.05
96 H 20.489 -6.942 -5.973  0.09
97 C 14.565 -6.780 -3.301  -0.09
98 O 14.152 -8.168 -3.228  -0.17
99 H 15.664 -6.722 -3.387  0.07
100 H 14.207 -6.372 -2.333  0.10
101 H 14.046 -6.247 -4.021  0.04
102 H 14.643 -8.637 -3.933  -0.01
103 C 15.118 -6.896 -9.338  -0.14
104 O 15.791 -6.125 -10.346  -0.15
105 H 14.350 -7.457 -9.879  0.06
106 H 14.623 -6.054 -8.795  0.10
107 H 15.727 -7.606 -8.736  0.05
108 H 15.909 -6.659 -11.159  0.09
109 C 18.504 -6.920 -7.909  -0.18
110 O 18.158 -7.811 -8.910  -0.13
111 H 17.548 -6.514 -7.624  0.05
112 H 19.359 -6.303 -8.078  0.08
113 H 18.641 -7.606 -7.022  0.08
114 H 17.527 -7.450 -9.573  0.06

Properties
Charge: 0
SMILES: NC(N)=O.NC(N)=O.NC(N)=O.CC(C)O.CC(C)O.CC(C)O.CC(C)O.CC(C)O.CC(C)O.CO.CO.CO
HOMO-LUMO gap (Eh): 0.31556
Relative energy (zero: lowest compared OMol25 entry of this formula, charge and spin) (kJ/mol): 1475.6

The following is a quantum chemistry calculation of a cluster of 2 separate species, C4H8NO in total at a distorted geometry, from the Open Molecules 2025 dataset.

Each line ends with the natural charge from an NBO analysis.
Element x y z (Å)
1 C 1.662 0.740 1.563  -0.59
2 C 0.664 0.216 0.686  0.05
3 C 0.977 -1.004 -0.035  -0.61
4 C -2.414 0.004 -1.683  -0.56
5 N -0.532 0.746 0.356  -0.16
6 O -1.032 1.572 1.206  -0.55
7 H 1.663 1.686 2.058  0.19
8 H 2.637 0.244 1.511  0.16
9 H 0.263 -1.805 0.168  0.20
10 H 2.009 -1.547 0.147  0.19
11 H 1.002 -0.868 -1.231  0.19
12 H -2.138 -1.001 -1.665  0.14
13 H -3.084 0.480 -0.824  0.20
14 H -1.676 0.536 -2.259  0.16

Properties
Charge: -1
HOMO-LUMO gap (alpha / beta) (Eh): 0.21326 / 0.25169
Relative energy (zero: lowest compared OMol25 entry of this formula, charge and spin) (kJ/mol): 307.0

The following is a quantum chemistry calculation of a cluster of 4 separate species, C4H13NO3 in total at a distorted geometry, from the Open Molecules 2025 dataset.

Each line ends with the natural charge from an NBO analysis.
Element x y z (Å)
1 N -1.661 -2.461 0.623  -0.64
2 C -0.420 -1.930 0.802  0.16
3 C 0.228 -1.002 0.003  -0.14
4 C 1.657 -0.606 0.270  -0.23
5 C 2.560 -0.971 1.243  -0.19
6 H -2.214 -2.825 1.366  0.42
7 H -2.343 -1.820 0.155  0.44
8 H 0.085 -2.282 1.690  0.22
9 H -0.226 -0.553 -0.926  0.25
10 H 2.175 -0.065 -0.546  0.23
11 H 3.650 -0.606 1.237  0.26
12 H 2.131 -1.498 2.199  0.20
13 H 0.770 1.182 -2.291  0.46
14 H 0.560 2.625 -2.693  0.48
15 O 0.165 1.854 -2.466  -0.94
16 H -1.671 0.804 -1.149  0.49
17 H -3.143 1.044 -0.743  0.50
18 O -2.443 0.348 -0.771  -0.98
19 H 0.004 3.730 0.520  0.49
20 H -0.261 2.211 0.857  0.46
21 O 0.395 2.821 0.618  -0.95

Properties
2S+1: 2
Charge: +1
HOMO-LUMO gap (alpha / beta) (Eh): 0.35189 / 0.26546
Relative energy (zero: lowest compared OMol25 entry of this formula, charge and spin) (kJ/mol): 149.4

The following is a quantum chemistry calculation of a structure of composition HNO2S4 at a distorted geometry, from the Open Molecules 2025 dataset.

Each line ends with the natural charge from an NBO analysis.
Element x y z (Å)
1 N -0.999 -0.394 -0.052  -1.05
2 O -0.060 1.381 1.412  -0.89
3 O -0.557 1.908 -0.892  -0.91
4 S -0.028 -1.687 0.967  0.30
5 S 1.552 -1.664 -0.311  0.01
6 S 1.952 0.355 -0.468  -0.13
7 S -0.147 0.950 0.078  2.20
8 H -1.714 -0.850 -0.734  0.48

Properties
Charge: 0
HOMO-LUMO gap (Eh): 0.30511
Relative energy (zero: lowest compared OMol25 entry of this formula, charge and spin) (kJ/mol): 52.2